Below is a molecular structure, C3H7IO2S at a distorted geometry, with properties calculated with ωB97M-V/def2-TZVPD.

Summary:
F_max = 6.17 eV Å⁻¹
HOMO level = -9.5 eV
Relative energy (zero: lowest compared OMol25 entry of this formula, charge and spin) = 152.66 kJ/mol
Gap between HOMO and LUMO = 9.231 eV
LUMO energy = -0.24 eV

```
! wB97M-V def2-TZVPD RIJCOSX def2/J DEFGRID3
* xyz 0 1
C 0.02 1.04 1.56
C -0.97 -1.38 -1.15
C 0.76 0.22 0.60
O 1.12 -0.05 -1.98
O -0.73 1.27 -1.04
S 0.06 0.10 -1.02
I 2.82 1.08 0.23
H -0.61 1.73 0.91
H -0.66 0.47 2.07
H 0.76 1.59 2.13
H -1.98 -1.18 -0.88
H -0.97 -1.78 -2.14
H -0.62 -2.13 -0.43
H 1.00 -0.97 1.14
*
```

---

Below is a molecular structure, C5H8N2, with properties calculated with ωB97M-V/def2-TZVPD.

Summary:
F_max = 0.24 eV Å⁻¹
HOMO level (alpha / beta) = -8.5 / -8.2 eV
Relative energy (zero: lowest compared OMol25 entry of this formula, charge and spin) = 408.77 kJ/mol
Gap between HOMO and LUMO (alpha / beta) = 7.734 / 7.717 eV
LUMO energy (alpha / beta) = -0.73 / -0.46 eV

```
! wB97M-V def2-TZVPD RIJCOSX def2/J DEFGRID3
* xyz 0 1
C 2.55 -0.54 -0.78
C -0.63 0.27 2.16
C -0.42 -0.55 1.05
C -1.19 0.22 0.15
N -1.80 -0.19 -0.99
C -1.36 1.54 0.73
N -0.75 1.58 1.91
H 2.45 -1.53 -0.32
H 1.94 -0.50 -1.69
H 3.59 -0.36 -1.04
H -0.30 -1.62 1.02
H -2.73 0.14 -1.19
H -1.61 -1.13 -1.32
H -1.86 2.40 0.29
H 2.19 0.22 -0.08
*
```

---

Below is 2 unconnected molecules or ions with the total composition CH5N4O2 at a distorted geometry, with properties calculated with ωB97M-V/def2-TZVPD.

Summary:
F_max = 3.10 eV Å⁻¹
HOMO level = -14.6 eV
Relative energy (zero: lowest compared OMol25 entry of this formula, charge and spin) = 156.48 kJ/mol
Gap between HOMO and LUMO = 10.396 eV
LUMO energy = -4.20 eV

```
! wB97M-V def2-TZVPD RIJCOSX def2/J DEFGRID3
* xyz 1 1
C 3.12 -0.17 0.01
N -2.15 0.71 0.05
N 4.22 0.21 0.02
N -1.00 0.30 0.09
N -0.62 -0.89 -0.05
O 2.02 -0.53 0.03
O -3.24 -0.04 -0.14
H -2.46 1.68 -0.10
H 4.84 0.99 0.17
H -1.11 -1.76 -0.31
H 0.32 -1.00 0.09
H -3.95 0.50 0.15
*
```

---

Below is a molecular structure, C28H24Br5N7O8S2SeW at a distorted geometry, with properties calculated with ωB97M-V/def2-TZVPD.

Summary:
F_max = 1.05 eV Å⁻¹
HOMO level = -13.4 eV
Relative energy (zero: lowest compared OMol25 entry of this formula, charge and spin) = 150.72 kJ/mol
Gap between HOMO and LUMO = 5.623 eV
LUMO energy = -7.75 eV

```
! wB97M-V def2-TZVPD RIJCOSX def2/J DEFGRID3
* xyz 2 1
W -0.27 0.04 0.31
Br 0.12 3.81 -5.43
C 0.55 2.83 -3.90
C 1.85 2.31 -3.74
Br 3.15 2.57 -5.06
C 2.17 1.57 -2.61
Br 3.86 0.82 -2.29
C 1.18 1.39 -1.67
O 1.28 0.63 -0.54
C -0.11 1.88 -1.81
O -0.91 1.54 -0.80
C -0.44 2.62 -2.94
Br -2.19 3.27 -3.09
C 3.11 0.36 1.53
O 1.78 -0.09 1.86
C 1.68 -1.11 2.77
C 2.73 -1.80 3.35
C 2.44 -2.93 4.12
Br 3.86 -3.88 4.89
C 1.14 -3.38 4.29
C 0.09 -2.66 3.73
C 0.39 -1.52 3.02
O -0.62 -0.81 2.35
C -1.30 -3.16 3.70
N -1.66 -4.29 3.20
C -3.06 -4.28 3.23
C -3.96 -5.26 2.81
C -5.30 -4.99 2.95
C -5.75 -3.77 3.50
C -4.87 -2.80 3.91
C -3.52 -3.08 3.76
N -2.37 -2.32 4.03
H 3.62 0.64 2.45
H 3.01 1.22 0.89
H 3.65 -0.43 1.00
H 3.76 -1.52 3.18
H 0.94 -4.29 4.83
H -1.40 -1.40 2.22
H -3.60 -6.20 2.40
H -6.03 -5.73 2.64
H -6.82 -3.61 3.61
H -5.22 -1.87 4.35
H -2.30 -1.71 4.83
C -1.40 4.95 2.17
N -2.12 3.75 2.59
C -3.37 3.72 3.18
C -3.68 2.43 3.42
N -2.60 1.69 2.99
C -1.65 2.50 2.48
S -0.08 2.08 1.91
H -2.09 5.79 2.22
H -1.05 4.82 1.15
H -0.56 5.13 2.83
H -3.92 4.63 3.37
H -4.54 1.99 3.87
H -2.49 0.69 3.05
C -5.04 2.13 -1.12
C -3.90 1.89 -0.15
C -3.55 0.45 0.03
N -2.47 0.00 0.61
N -2.42 -1.37 0.73
C -3.43 -1.97 0.16
N -3.57 -3.29 0.09
S -4.60 -0.82 -0.45
H -5.22 3.20 -1.22
H -5.97 1.68 -0.77
H -4.81 1.74 -2.11
H -4.15 2.27 0.85
H -2.99 2.40 -0.47
H -2.75 -3.86 0.22
H -4.36 -3.71 -0.38
O 0.51 -1.77 0.26
Se 0.12 -2.25 -1.37
O -0.85 -3.51 -1.33
O -0.81 -0.77 -1.43
O 1.39 -2.14 -2.31
*
```

---

Below is C4H5ClN2 in the gas phase at a distorted geometry, with properties calculated with ωB97M-V/def2-TZVPD.

Summary:
Structure (SMILES) = Cc1c(Cl)n2n1C2
F_max = 4.36 eV Å⁻¹
HOMO level = -8.6 eV
Relative energy (zero: lowest compared OMol25 entry of this formula, charge and spin) = 488.27 kJ/mol
Gap between HOMO and LUMO = 9.455 eV
LUMO energy = 0.85 eV

```
! wB97M-V def2-TZVPD RIJCOSX def2/J DEFGRID3
* xyz 0 1
C 0.36 0.03 -0.33
C -0.41 1.23 -0.38
C -1.29 -0.11 1.39
C 1.45 -0.75 -0.94
N -0.77 -0.70 0.20
N -1.61 0.53 0.11
Cl -0.31 2.82 -0.91
H -2.16 -0.49 1.96
H -0.48 0.40 2.12
H 1.92 -1.34 -0.19
H 1.04 -1.43 -1.84
H 2.25 -0.20 -1.19
*
```

---

Below is 2 unconnected molecules or ions with the total composition C2H2ClN3O at a distorted geometry, with properties calculated with ωB97M-V/def2-TZVPD.

Summary:
F_max = 5.66 eV Å⁻¹
HOMO level = -8.4 eV
Relative energy (zero: lowest compared OMol25 entry of this formula, charge and spin) = 355.33 kJ/mol
Gap between HOMO and LUMO = 8.846 eV
LUMO energy = 0.41 eV

```
! wB97M-V def2-TZVPD RIJCOSX def2/J DEFGRID3
* xyz 0 1
C 0.08 1.18 -1.94
C 1.06 -0.90 1.04
N -0.73 1.03 -1.09
N 0.69 -1.89 1.58
N -1.35 0.47 -0.19
O 1.46 -0.03 0.42
Cl -2.79 1.24 0.27
H 0.82 1.36 -2.58
H 0.75 -2.45 2.49
*
```

---

Below is 2 unconnected molecules or ions with the total composition F2H2NP at a distorted geometry, with properties calculated with ωB97M-V/def2-TZVPD.

Summary:
F_max = 3.43 eV Å⁻¹
HOMO level (alpha / beta) = -10.0 / -10.0 eV
Relative energy (zero: lowest compared OMol25 entry of this formula, charge and spin) = 269.36 kJ/mol
Gap between HOMO and LUMO (alpha / beta) = 8.668 / 8.665 eV
LUMO energy (alpha / beta) = -1.32 / -1.32 eV

```
! wB97M-V def2-TZVPD RIJCOSX def2/J DEFGRID3
* xyz 0 1
N 0.18 -0.37 0.22
F 2.45 1.71 -0.06
F 2.16 -1.33 -0.75
P 1.72 -0.68 0.65
H -0.41 0.15 0.84
H -0.04 -0.21 -0.76
*
```

---

Below is a molecular structure, C38H40N6OReS2, with properties calculated with ωB97M-V/def2-TZVPD.

Summary:
F_max = 0.53 eV Å⁻¹
HOMO level (alpha / beta) = -6.6 / -7.0 eV
Relative energy (zero: lowest compared OMol25 entry of this formula, charge and spin) = 0.00 kJ/mol
Gap between HOMO and LUMO (alpha / beta) = 6.186 / 6.604 eV
LUMO energy (alpha / beta) = -0.37 / -0.37 eV

```
! wB97M-V def2-TZVPD RIJCOSX def2/J DEFGRID3
* xyz 0 2
Re 0.15 -0.18 -0.62
C -4.18 0.16 -1.23
C -3.85 1.45 -0.48
C -2.38 1.62 -0.07
N -1.39 1.16 -1.05
C -1.40 1.74 -2.25
C -2.07 2.94 -2.52
C -2.45 3.53 -3.72
C -2.26 3.08 -5.01
C -1.48 1.99 -5.38
C -0.68 1.17 -4.61
C -0.50 1.10 -3.21
N 0.42 0.35 -2.61
C 1.40 -0.34 -3.44
C 0.98 -1.79 -3.62
C 1.06 -2.58 -2.32
N 0.17 -2.07 -1.27
C -0.34 -3.06 -0.42
C 0.43 -4.11 -0.03
C 0.13 -5.24 0.78
C -1.08 -5.71 1.18
C -2.34 -5.14 0.84
C -2.60 -3.91 0.33
C -1.71 -2.79 0.06
N -2.08 -1.56 0.11
C -3.37 -1.27 0.72
C -4.48 -1.01 -0.30
H -5.05 0.32 -1.88
H -3.35 -0.11 -1.89
H -4.19 2.31 -1.07
H -4.44 1.49 0.44
H -2.18 2.67 0.20
H -2.19 1.05 0.83
H -2.39 3.48 -1.63
H -3.02 4.45 -3.61
H -2.74 3.64 -5.81
H -1.45 1.77 -6.44
H -0.14 0.43 -5.18
H 1.53 0.18 -4.39
H 2.36 -0.31 -2.93
H -0.03 -1.85 -4.03
H 1.65 -2.28 -4.34
H 0.78 -3.62 -2.52
H 2.10 -2.60 -1.98
H 1.46 -4.07 -0.34
H 1.00 -5.82 1.07
H -1.11 -6.64 1.74
H -3.20 -5.77 1.01
H -3.64 -3.71 0.12
H -3.67 -2.06 1.41
H -3.24 -0.38 1.34
H -4.66 -1.91 -0.89
H -5.39 -0.80 0.26
C 0.97 3.34 2.09
C 0.43 2.04 1.56
N 0.86 1.56 0.44
N 2.03 2.20 -0.05
C 2.89 1.31 -0.42
S 2.56 -0.38 -0.45
S 4.51 1.87 -0.87
C 4.99 2.63 0.73
C 5.34 1.60 1.76
C 6.65 1.14 1.88
C 6.97 0.16 2.80
C 5.98 -0.38 3.62
C 4.68 0.07 3.51
C 4.36 1.05 2.59
C -0.47 1.24 2.40
C -1.24 1.85 3.41
C -1.96 1.11 4.32
C -1.88 -0.28 4.28
C -1.13 -0.91 3.31
C -0.46 -0.18 2.30
O 0.14 -0.84 1.36
H 1.88 3.16 2.65
H 0.26 3.81 2.76
H 1.21 4.01 1.27
H 4.16 3.27 1.04
H 5.84 3.27 0.50
H 7.42 1.55 1.24
H 7.99 -0.19 2.89
H 6.24 -1.15 4.34
H 3.90 -0.35 4.13
H 3.33 1.38 2.49
H -1.30 2.93 3.46
H -2.57 1.61 5.06
H -2.41 -0.88 5.01
H -1.07 -1.99 3.25
*
```

---

Below is a molecular structure, C27H45N9O6PRuS, with properties calculated with ωB97M-V/def2-TZVPD.

Summary:
F_max = 0.89 eV Å⁻¹
HOMO level (alpha / beta) = -16.8 / -16.8 eV
Relative energy (zero: lowest compared OMol25 entry of this formula, charge and spin) = 0.00 kJ/mol
Gap between HOMO and LUMO (alpha / beta) = 8.572 / 5.676 eV
LUMO energy (alpha / beta) = -8.21 / -11.11 eV

```
! wB97M-V def2-TZVPD RIJCOSX def2/J DEFGRID3
* xyz 3 5
Ru -0.01 0.51 -1.20
O 3.54 5.22 -1.25
C 4.25 4.10 -1.20
O 5.44 4.08 -1.07
C 3.52 2.80 -1.31
C 4.19 1.59 -1.35
N 3.27 0.61 -1.40
N 2.03 1.11 -1.41
C 2.17 2.44 -1.34
C 0.91 3.19 -1.38
O 0.83 4.39 -1.29
O -0.18 2.41 -1.55
H 2.58 5.05 -1.32
H 5.25 1.40 -1.36
H 3.40 -0.39 -1.44
C -2.40 3.42 4.65
N -1.83 3.14 3.32
N -1.14 2.05 3.04
C -0.98 2.00 1.61
O -0.31 1.11 1.09
C -1.65 3.16 1.09
C -2.15 3.84 2.15
C -2.93 5.11 2.22
C -0.48 1.23 4.01
C -0.60 -0.15 3.90
C 0.05 -0.93 4.84
C 0.80 -0.35 5.85
C 0.92 1.03 5.93
C 0.28 1.84 5.01
H -2.30 2.54 5.28
H -3.45 3.67 4.51
H -1.88 4.27 5.10
H -1.71 3.43 0.05
H -2.99 5.55 1.22
H -2.45 5.82 2.89
H -3.94 4.93 2.58
H -1.21 -0.59 3.12
H -0.05 -2.01 4.80
H 1.29 -0.97 6.58
H 1.52 1.49 6.71
H 0.39 2.92 5.04
C -3.89 2.62 -4.14
C -2.48 2.08 -4.00
N -2.45 0.60 -4.15
C -2.38 -0.32 -3.21
S -2.28 0.16 -1.50
N -2.46 -1.60 -3.53
C -2.56 -2.74 -2.61
C -4.00 -3.10 -2.29
H -3.87 3.70 -4.09
H -4.54 2.24 -3.34
H -4.34 2.34 -5.10
H -2.05 2.32 -3.04
H -1.83 2.48 -4.77
H -2.63 0.27 -5.10
H -2.68 -1.80 -4.50
H -1.99 -2.50 -1.72
H -2.05 -3.57 -3.11
H -4.51 -2.26 -1.80
H -4.03 -3.95 -1.61
H -4.56 -3.37 -3.18
C -0.81 -3.18 0.98
N 0.53 -3.48 0.45
C 1.18 -4.66 1.05
P 1.36 -2.55 -0.57
O 0.41 -1.39 -0.96
N 2.76 -1.94 0.02
C 2.65 -0.94 1.10
C 3.96 -2.78 0.19
N 1.83 -3.48 -1.83
C 0.94 -4.53 -2.35
C 2.67 -2.88 -2.88
H -1.55 -3.89 0.60
H -1.11 -2.18 0.71
H -0.79 -3.27 2.07
H 0.52 -5.53 0.97
H 1.39 -4.49 2.11
H 2.11 -4.89 0.54
H 1.76 -0.32 0.99
H 3.53 -0.28 1.07
H 2.62 -1.42 2.08
H 3.97 -3.59 -0.54
H 4.01 -3.20 1.19
H 4.85 -2.17 0.04
H 0.26 -4.87 -1.57
H 1.54 -5.37 -2.68
H 0.36 -4.16 -3.20
H 3.60 -2.50 -2.48
H 2.14 -2.08 -3.42
H 2.92 -3.65 -3.60
*
```

---

Below is 7 unconnected molecules or ions with the total composition C14H28O28S7 at a distorted geometry, with properties calculated with ωB97M-V/def2-TZVPD.

Summary:
Structure (SMILES) = O=S1(=O)OCCO1.O=S1(=O)OCCO1.O=S1(=O)OCCO1.O=S1(=O)OCCO1.O=S1(=O)OCCO1.O=S1(=O)OCCO1.O=S1(=O)OCCO1
F_max = 4.98 eV Å⁻¹
HOMO level = -10.9 eV
Relative energy (zero: lowest compared OMol25 entry of this formula, charge and spin) = 579.71 kJ/mol
Gap between HOMO and LUMO = 11.137 eV
LUMO energy = 0.24 eV

```
! wB97M-V def2-TZVPD RIJCOSX def2/J DEFGRID3
* xyz 0 1
C -1.35 0.28 1.90
C -0.94 0.98 0.66
O 0.19 0.20 0.20
S 1.21 -0.30 1.45
O 2.17 0.75 1.65
O 1.70 -1.67 1.28
O -0.16 -0.22 2.47
H -2.07 -0.47 1.59
H -1.92 0.77 2.69
H -0.65 1.99 0.95
H -1.54 1.04 -0.25
C -5.57 3.65 11.41
C -6.28 2.45 10.88
O -6.13 2.35 9.49
S -4.99 3.42 8.95
O -5.52 4.08 7.74
O -3.64 2.88 8.91
O -5.20 4.40 10.29
H -4.72 3.28 11.98
H -6.14 4.26 12.11
H -7.35 2.63 11.01
H -6.12 1.50 11.38
C 1.94 2.60 -10.49
C 1.61 4.02 -10.09
O 1.34 4.06 -8.72
S 1.91 2.72 -7.92
O 0.97 2.26 -6.85
O 3.35 2.82 -7.58
O 1.70 1.82 -9.32
H 3.00 2.50 -10.73
H 1.32 2.02 -11.17
H 0.83 4.45 -10.72
H 2.48 4.67 -10.19
C -4.40 5.59 -6.77
C -5.49 5.22 -5.77
O -5.29 6.10 -4.69
S -3.87 6.91 -4.66
O -2.92 6.27 -3.73
O -4.08 8.32 -4.36
O -3.58 6.56 -6.26
H -5.00 5.93 -7.62
H -3.70 4.86 -7.17
H -5.54 4.15 -5.56
H -6.47 5.42 -6.22
C -0.87 -3.66 7.75
C -0.81 -3.98 9.20
O -2.08 -4.42 9.56
S -3.08 -4.71 8.25
O -4.01 -3.62 8.02
O -3.64 -6.09 8.38
O -1.79 -4.65 7.22
H 0.14 -3.67 7.35
H -1.29 -2.67 7.58
H -0.49 -3.16 9.85
H -0.10 -4.80 9.28
C 1.07 -6.95 -1.95
C 0.16 -7.20 -3.14
O 1.08 -7.36 -4.22
S 2.44 -6.56 -4.02
O 2.21 -5.16 -4.19
O 3.65 -7.13 -4.70
O 2.37 -7.06 -2.48
H 1.01 -7.65 -1.12
H 0.80 -5.94 -1.64
H -0.53 -6.36 -3.24
H -0.37 -8.14 -2.97
C 8.48 -0.71 -2.44
C 8.14 -2.15 -2.30
O 9.10 -2.74 -1.50
S 10.25 -1.66 -1.02
O 11.54 -2.33 -1.06
O 9.83 -1.01 0.19
O 9.91 -0.71 -2.25
H 7.97 0.06 -1.85
H 8.40 -0.41 -3.49
H 8.24 -2.59 -3.29
H 7.14 -2.34 -1.91
*
```

---

Below is a molecular structure, C3H5O4Rh at a distorted geometry, with properties calculated with ωB97M-V/def2-TZVPD.

Summary:
F_max = 2.69 eV Å⁻¹
HOMO level (alpha / beta) = -11.5 / -15.4 eV
Relative energy (zero: lowest compared OMol25 entry of this formula, charge and spin) = 399.89 kJ/mol
Gap between HOMO and LUMO (alpha / beta) = 5.966 / 8.166 eV
LUMO energy (alpha / beta) = -5.50 / -7.28 eV

```
! wB97M-V def2-TZVPD RIJCOSX def2/J DEFGRID3
* xyz 1 6
O -1.71 0.09 0.31
C -0.79 0.97 -0.12
C -1.46 -1.32 0.15
O -0.93 2.15 -0.14
O 0.28 0.25 -0.47
C -0.41 -1.27 -0.90
H -2.17 -1.56 0.97
H -0.92 -2.36 0.76
H -0.67 -1.16 -1.96
H 0.39 -2.00 -0.82
O 1.25 -1.33 1.77
H 1.65 -1.65 2.58
Rh 1.88 0.22 0.90
*
```

---

Below is C4H3NO2 in the gas phase at a distorted geometry, with properties calculated with ωB97M-V/def2-TZVPD.

Summary:
Structure (SMILES) = O=Cc1ncco1
F_max = 4.19 eV Å⁻¹
HOMO level = -10.0 eV
Relative energy (zero: lowest compared OMol25 entry of this formula, charge and spin) = 327.73 kJ/mol
Gap between HOMO and LUMO = 9.724 eV
LUMO energy = -0.28 eV

```
! wB97M-V def2-TZVPD RIJCOSX def2/J DEFGRID3
* xyz 0 1
O 2.74 0.43 0.48
C 1.92 -0.30 -0.03
C 0.47 -0.08 0.08
N -0.36 -0.88 -0.47
C -1.63 -0.32 -0.31
C -1.45 0.81 0.45
O -0.11 0.93 0.71
H 2.17 -1.20 -0.62
H -1.71 -0.99 -1.22
H -2.03 1.60 0.93
*
```